w | # C2H3I3O

C2H3I3O as an isolated structure (ωB97M-V with the def2-TZVPD basis set, the OMol25 dataset).

Structure (XYZ):
```
9
Properties=species:S:1:pos:R:3:lowdin_charge:R:1
C 0.132 -0.516 0.155 -0.50
C -0.650 0.506 -0.497 -1.11
O 0.384 -0.221 1.389 -0.04
I 3.072 0.036 -0.812 -0.18
I -1.011 2.320 0.539 0.85
I -2.673 -0.517 -0.765 0.70
H 0.145 -1.486 -0.315 0.10
H -0.355 0.707 -1.559 0.04
H 0.956 -0.830 1.864 0.14
```

As for the orbital gap (alpha / beta): 6.033 / 5.988 eV. Its net charge is 0. Its spin multiplicity is 1. Its highest occupied orbital energy (alpha / beta) is -8.305 / -8.297 eV. The LUMO energy (alpha / beta) is -0.0835 / -0.0848 hartree.



x | # C2H3I3O

A 2-piece molecular cluster, C2H3I3O overall (ωB97M-V with the def2-TZVPD basis set, the OMol25 dataset).

Structure (XYZ):
```
9
Properties=species:S:1:pos:R:3:lowdin_charge:R:1
I 2.399 -0.601 -0.234 0.83
C 0.380 -1.321 -0.556 -0.66
C -0.699 -0.530 -0.583 -0.71
I -2.580 -1.353 -1.166 0.76
H 0.426 -2.306 -0.910 -0.01
H -0.625 0.471 -0.314 -0.05
O 0.445 1.348 1.366 -0.86
I -0.838 2.800 1.695 0.85
H 1.092 1.492 0.700 -0.14
```

As for the orbital gap: 8.366 eV. Its net charge is 0. Its spin multiplicity is 1. Its highest occupied orbital energy is -9.111 eV. As for the SMILES: I/C=C/I.OI. The LUMO energy is -0.0274 hartree.



Short version: w is the most stable of them.



w | # C7H13O

A 2-piece molecular cluster, C7H13O overall (ωB97M-V with the def2-TZVPD basis set, the OMol25 dataset).

Structure (XYZ):
```
21
Properties=species:S:1:pos:R:3:lowdin_charge:R:1
C -2.386 0.066 -0.161 -0.01
C -1.684 -0.799 -0.894 -0.21
C -2.317 -1.987 -1.454 -0.22
C -1.713 -2.824 -2.306 -0.03
H -3.418 -0.101 0.139 0.04
H -1.904 0.968 0.193 0.04
H -0.596 -0.676 -1.013 0.07
H -3.376 -2.110 -1.227 0.09
H -2.258 -3.685 -2.674 0.03
H -0.685 -2.675 -2.608 0.05
C 1.919 1.091 -0.189 -0.51
O 0.614 0.732 -0.352 -0.35
C 2.361 0.923 1.290 -0.29
C 1.438 1.705 2.228 -0.15
H 2.123 2.150 -0.490 0.07
H 2.617 0.502 -0.826 0.07
H 3.408 1.190 1.495 0.08
H 2.235 -0.145 1.495 0.09
H 1.476 1.277 3.235 0.05
H 0.428 1.635 1.831 0.05
H 1.717 2.763 2.287 0.05
```

As for the orbital gap: 6.447 eV. Its net charge is -1. Its spin multiplicity is 1. Its highest occupied orbital energy is -2.589 eV. The LUMO energy is 0.1417 hartree.



x | # C7H13O

An isolated ion of composition C7H13O and charge -1 (ωB97M-V with the def2-TZVPD basis set, the OMol25 dataset).

Structure (XYZ):
```
21
Properties=species:S:1:pos:R:3:lowdin_charge:R:1
C 0.793 -1.072 2.105 0.02
C 0.447 -1.296 0.844 -0.39
C 1.257 -2.204 -0.035 -0.08
C -0.801 -0.728 0.227 -0.20
C -0.565 0.144 -1.023 -0.23
C 0.078 1.475 -0.633 -0.19
C -1.000 2.741 -0.659 -0.57
O -0.790 3.557 -1.668 -0.36
H 1.665 -1.571 2.534 0.05
H 0.205 -0.484 2.798 0.05
H 1.864 -1.643 -0.752 0.08
H 0.617 -2.790 -0.698 0.07
H 1.837 -2.932 0.540 0.07
H -1.373 -1.599 -0.114 0.11
H -1.383 -0.204 0.986 0.11
H -1.524 0.402 -1.479 0.09
H 0.063 -0.494 -1.655 0.08
H 0.796 1.913 -1.323 0.08
H 0.600 1.392 0.332 0.08
H -0.795 3.175 0.357 0.06
H -1.992 2.218 -0.684 0.06
```

As for the orbital gap: 5.537 eV. Its net charge is -1. Its spin multiplicity is 1. Its highest occupied orbital energy is -2.164 eV. As for the SMILES: C=C(C)CCCC[O-]. The LUMO energy is 0.1240 hartree.



y | # C7H13O

A 2-piece molecular cluster, C7H13O overall (ωB97M-V with the def2-TZVPD basis set, the OMol25 dataset).

Structure (XYZ):
```
21
Properties=species:S:1:pos:R:3:lowdin_charge:R:1
C 2.357 -0.846 -0.362 -0.49
O 3.445 -0.567 0.374 -0.34
C 1.275 0.349 -0.182 -0.19
C 0.035 0.424 -1.007 -0.02
C -1.231 0.045 -0.593 -0.38
C -2.387 -0.236 -1.375 0.02
C -1.420 -0.153 0.867 -0.31
C -1.595 1.091 1.738 -0.10
H 2.619 -0.825 -1.450 0.08
H 1.942 -1.791 0.036 0.08
H 1.097 0.270 0.887 0.08
H 1.929 1.193 -0.376 0.10
H -3.323 -1.257 0.907 0.11
H 0.090 0.986 -1.934 0.10
H -2.250 -0.299 -2.453 0.03
H -3.293 0.219 -0.998 0.01
H -0.695 -0.885 1.233 0.11
H -2.448 -0.820 0.896 -0.08
H -2.459 1.656 1.373 0.07
H -0.763 1.797 1.654 0.06
H -1.690 0.843 2.795 0.06
```

As for the orbital gap: 4.595 eV. Its net charge is -1. Its spin multiplicity is 1. Its highest occupied orbital energy is -2.746 eV. The LUMO energy is 0.0679 hartree.



Short version: x is the most stable of them.



w | # C8H24O4

A 4-piece molecular cluster, C8H24O4 overall (ωB97M-V with the def2-TZVPD basis set, the OMol25 dataset).

Structure (XYZ):
```
36
Properties=species:S:1:pos:R:3:lowdin_charge:R:1
C 6.438 -17.612 -13.998 -0.08
C 7.511 -17.028 -13.048 -0.34
O 8.700 -17.651 -13.443 -0.08
H 6.694 -17.228 -14.985 0.07
H 5.472 -17.235 -13.663 0.07
H 6.437 -18.702 -13.986 0.07
H 7.223 -17.274 -12.026 0.10
H 7.547 -15.943 -13.137 0.11
H 9.408 -17.158 -13.021 0.08
C 4.083 -22.732 -21.289 -0.11
C 3.437 -21.830 -20.320 -0.32
O 3.988 -21.822 -18.969 -0.08
H 3.606 -22.662 -22.267 0.08
H 3.997 -23.761 -20.939 0.08
H 5.157 -22.598 -21.423 0.08
H 2.430 -22.241 -20.254 0.11
H 3.440 -20.808 -20.699 0.11
H 3.742 -20.952 -18.644 0.07
C -0.318 -15.672 -18.487 -0.09
C -0.215 -16.972 -17.726 -0.32
O 1.183 -17.150 -17.432 -0.11
H -1.243 -15.394 -18.993 0.08
H 0.525 -15.819 -19.161 0.08
H -0.036 -14.917 -17.752 0.07
H -0.588 -17.813 -18.311 0.11
H -0.680 -17.000 -16.741 0.10
H 1.546 -16.402 -16.953 0.07
C 7.147 -26.376 -13.729 -0.09
C 6.772 -24.972 -14.164 -0.33
O 5.372 -24.747 -14.164 -0.08
H 8.192 -26.557 -13.981 0.07
H 6.555 -27.120 -14.264 0.07
H 7.010 -26.558 -12.663 0.07
H 7.078 -24.714 -15.178 0.11
H 7.263 -24.318 -13.444 0.10
H 5.200 -24.226 -14.951 0.08
```

As for the orbital gap: 10.574 eV. Its net charge is 0. Its spin multiplicity is 1. Its highest occupied orbital energy is -10.000 eV. As for the SMILES: CCO.CCO.CCO.CCO. The LUMO energy is 0.0211 hartree.



x | # C8H24O4

A 4-piece molecular cluster, C8H24O4 overall (ωB97M-V with the def2-TZVPD basis set, the OMol25 dataset).

Structure (XYZ):
```
36
Properties=species:S:1:pos:R:3:lowdin_charge:R:1
C 0.238 3.637 2.609 -0.09
C -0.874 3.707 1.572 -0.28
O -0.403 3.117 0.297 -0.11
H 0.530 2.629 2.905 0.07
H -0.035 4.169 3.520 0.07
H 1.119 4.133 2.201 0.07
H -1.091 4.744 1.314 0.10
H -1.881 3.397 1.852 0.10
H -1.090 2.942 -0.349 0.07
C -4.165 -0.266 1.955 -0.09
C -5.410 -1.099 1.639 -0.35
O -6.422 -0.277 1.165 -0.06
H -3.568 0.058 1.102 0.06
H -3.430 -0.694 2.636 0.07
H -4.353 0.668 2.485 0.07
H -5.833 -1.580 2.521 0.11
H -5.134 -1.921 0.980 0.11
H -7.164 -0.842 1.392 0.08
C 0.523 -1.730 -0.075 -0.10
C 0.412 -3.195 0.142 -0.37
O 1.578 -3.846 -0.230 -0.06
H 0.470 -1.467 -1.132 0.07
H 1.373 -1.223 0.380 0.08
H -0.300 -1.149 0.338 0.07
H -0.411 -3.624 -0.429 0.11
H 0.197 -3.331 1.202 0.11
H 1.305 -4.715 -0.533 0.08
C 4.187 -0.333 -4.130 -0.10
C 5.251 -0.570 -3.067 -0.30
O 6.338 0.390 -3.222 -0.09
H 3.687 0.622 -3.968 0.07
H 3.413 -1.079 -3.951 0.07
H 4.548 -0.436 -5.153 0.07
H 5.545 -1.618 -3.128 0.11
H 4.800 -0.387 -2.092 0.10
H 6.050 1.172 -2.746 0.07
```

As for the orbital gap: 10.724 eV. Its net charge is 0. Its spin multiplicity is 1. Its highest occupied orbital energy is -10.150 eV. As for the SMILES: CCO.CCO.CCO.CCO. The LUMO energy is 0.0211 hartree.



Short version: w is the most stable of them.



w | # C4H11S

An isolated ion of composition C4H11S and charge +1 (ωB97M-V with the def2-TZVPD basis set, the OMol25 dataset).

Structure (XYZ):
```
16
Properties=species:S:1:pos:R:3:lowdin_charge:R:1
C -1.602 -1.069 0.145 -0.24
C -0.791 1.565 -0.039 -0.11
C 0.890 -0.441 1.410 -0.17
C 1.012 -0.179 -1.389 -0.14
S -0.244 -0.214 0.061 0.91
H -1.631 -2.013 0.573 0.02
H -2.262 -0.830 -0.595 0.01
H 0.148 2.215 -0.197 0.11
H -1.021 1.675 1.004 0.06
H -1.464 1.483 -0.871 0.07
H 1.914 -0.138 0.969 0.12
H 1.021 -1.471 1.651 0.06
H 0.417 -0.099 2.395 0.12
H 1.466 0.700 -1.417 -0.01
H 0.517 -0.100 -2.396 0.10
H 1.629 -1.085 -1.305 0.08
```

As for the orbital gap: 10.101 eV. Its net charge is +1. Its spin multiplicity is 1. Its highest occupied orbital energy is -13.130 eV. The LUMO energy is -0.1113 hartree.



x | # C4H11S

A 2-piece molecular cluster, C4H11S overall (ωB97M-V with the def2-TZVPD basis set, the OMol25 dataset).

Structure (XYZ):
```
16
Properties=species:S:1:pos:R:3:lowdin_charge:R:1
C -1.093 -0.959 -1.345 -0.12
C 1.013 1.384 -0.601 -0.12
C -0.882 0.137 1.313 -0.22
C 1.093 -1.451 0.112 -0.17
S -0.051 -0.148 -0.274 0.85
H -1.279 -0.481 -2.261 -0.03
H -2.949 1.003 0.040 0.20
H 1.273 1.289 -1.589 0.03
H 1.966 1.418 0.003 0.10
H 0.516 2.334 -0.436 0.07
H -1.257 -0.909 1.565 0.10
H -1.998 0.613 0.919 0.01
H -0.399 0.899 1.962 0.09
H 0.714 -2.327 -0.184 0.02
H 1.255 -1.451 1.168 0.07
H 2.078 -1.352 -0.391 0.11
```

As for the orbital gap (alpha / beta): 8.233 / 8.442 eV. Its net charge is +1. Its spin multiplicity is 1. Its highest occupied orbital energy (alpha / beta) is -13.645 / -13.619 eV. The LUMO energy (alpha / beta) is -0.1989 / -0.1902 hartree.



Short version: w is the most stable of them.